# 1
Computed, not measured: C26H17BaF5N8O3S2Te as an isolated structure at a distorted geometry, with the ωB97M-V functional and the def2-TZVPD basis.

## Properties
- orbital gap (alpha / beta) (eV) = 6.86 / 3.57
- energy (eV) = -88548.7157
- energy relative to the best compared isomer or geometry (same formula, charge and spin) (kcal/mol) = 34.76
- LUMO level (alpha / beta) (eV) = 3.3233 / 1.6606

```
! RIJCOSX wB97M-V def2-TZVPD def2/J DEFGRID3
* xyz -2 1
Ba 10.64 11.25 7.49
O 7.13 16.34 11.62
C 6.69 15.18 11.51
O 5.60 14.65 11.39
C 7.79 14.08 11.36
C 7.42 12.77 11.01
C 8.36 11.87 10.47
N 9.64 12.22 10.20
C 10.02 13.47 10.53
C 9.18 14.35 11.26
C 11.30 13.98 10.18
C 11.51 15.38 10.12
C 12.82 15.86 9.86
C 13.89 14.95 9.79
C 13.59 13.59 9.89
N 12.34 13.15 9.88
C 7.84 10.56 10.12
C 6.71 10.08 10.83
C 6.20 8.81 10.61
C 6.87 8.02 9.65
C 7.86 8.61 8.89
N 8.35 9.84 9.09
H 6.38 12.44 11.02
H 9.65 15.26 11.68
H 10.67 16.06 10.25
H 12.97 16.94 9.77
H 14.92 15.25 9.61
H 14.41 12.84 9.91
H 6.31 10.67 11.65
H 5.36 8.36 11.15
H 6.63 6.97 9.48
H 8.38 8.10 8.07
S 12.94 9.31 9.24
C 13.06 7.75 8.67
C 13.25 6.63 9.57
N 13.35 5.76 10.35
C 12.98 7.41 7.27
S 12.75 8.58 6.11
C 13.07 6.02 6.95
N 13.16 4.87 6.66
N 8.56 6.70 5.20
C 7.46 6.72 4.77
H 9.51 6.70 5.54
N 15.11 15.10 4.10
C 14.25 14.15 4.52
C 14.68 12.89 4.96
C 13.83 12.06 5.65
N 12.55 12.39 5.90
C 12.12 13.64 5.58
C 12.91 14.46 4.74
H 16.08 15.03 4.40
H 14.74 16.05 4.15
H 15.73 12.57 4.91
H 14.14 11.05 5.94
H 11.10 13.90 5.94
H 12.43 15.37 4.36
F 7.62 14.98 4.61
Te 8.08 13.58 5.96
F 7.13 12.30 4.99
F 8.28 11.89 7.38
F 9.50 12.36 4.96
F 6.60 14.11 7.05
O 9.51 14.18 7.02
*
```


# 2
Computed, not measured: a single C5H9FN2 molecule at a distorted geometry, with the ωB97M-V functional and the def2-TZVPD basis.

## Properties
- structure (SMILES) = CC1=NNC[C@H](F)C1
- orbital gap (eV) = 9.95
- energy (eV) = -11027.2762
- energy relative to the best compared isomer or geometry (same formula, charge and spin) (kcal/mol) = 28.50
- LUMO level (eV) = 1.0255

```
! RIJCOSX wB97M-V def2-TZVPD def2/J DEFGRID3
* xyz 0 1
C 2.32 -0.69 0.14
C 0.94 -0.05 -0.07
C -1.45 1.05 0.34
C -1.60 -0.28 -0.37
C -0.24 -1.01 -0.29
H 3.17 -0.04 0.19
H 2.18 -1.34 1.10
H 2.52 -1.39 -0.67
H -0.30 2.66 0.08
H -1.17 0.81 1.39
H -2.32 1.69 0.35
H -1.68 -0.06 -1.41
H -0.15 -1.75 0.64
H -0.04 -1.66 -1.11
N 0.85 1.22 -0.10
N -0.37 1.77 -0.35
F -2.66 -0.94 0.13
*
```


# 3
Computed, not measured: a single C3H3N3O2 molecule at a distorted geometry, with the ωB97M-V functional and the def2-TZVPD basis.

## Properties
- structure (SMILES) = O/N=c1/nncco1
- orbital gap (eV) = 8.58
- energy (eV) = -11717.7040
- energy relative to the best compared isomer or geometry (same formula, charge and spin) (kcal/mol) = 190.32
- LUMO level (eV) = -0.6624

```
! RIJCOSX wB97M-V def2-TZVPD def2/J DEFGRID3
* xyz 0 1
C 0.47 0.32 -0.10
C -1.74 -0.76 0.91
C -1.04 -1.41 0.03
H 1.95 -0.28 -1.71
H -2.50 -1.27 1.62
H -1.53 -2.36 -0.47
N 1.61 0.97 -0.09
N -0.58 1.14 0.54
N -1.69 0.72 0.90
O 2.55 0.25 -0.81
O 0.02 -0.84 -0.93
*
```


# 4
Computed, not measured: C39H39AsBr2KN4O3 as an isolated structure at a distorted geometry, with the ωB97M-V functional and the def2-TZVPD basis.

## Properties
- orbital gap (eV) = 9.19
- energy (eV) = -270423.0573
- energy relative to the best compared isomer or geometry (same formula, charge and spin) (kcal/mol) = 12.22
- LUMO level (eV) = -1.8020

```
! RIJCOSX wB97M-V def2-TZVPD def2/J DEFGRID3
* xyz 1 1
K -1.05 0.27 0.57
C 1.07 0.06 3.58
C 0.30 -1.14 3.14
C -0.83 -1.56 3.82
C -1.52 -2.69 3.45
C -2.48 -3.32 4.45
C -1.09 -3.41 2.35
C 0.01 -3.01 1.62
C 0.44 -3.78 0.39
C 0.77 -1.89 2.07
H 2.06 -0.30 3.88
H 0.56 0.62 4.33
H 1.22 0.72 2.72
H -1.12 -0.99 4.68
H -3.40 -3.69 4.01
H -2.76 -2.60 5.22
H -1.92 -4.16 4.95
H -1.58 -4.34 2.07
H 0.40 -4.86 0.62
H 1.49 -3.60 0.14
H -0.13 -3.51 -0.48
H 1.65 -1.59 1.54
C -4.46 2.55 -3.06
O -3.91 1.21 -3.25
C -3.25 0.72 -2.21
O -3.06 1.32 -1.18
N -2.75 -0.51 -2.56
N -1.86 -1.13 -1.68
H -4.64 2.86 -4.06
H -3.82 3.29 -2.52
H -5.40 2.46 -2.51
H -2.91 -0.86 -3.49
H -0.90 -0.96 -2.02
H -2.00 -2.13 -1.71
Br -3.65 3.98 6.31
C -2.81 3.23 4.86
C -1.53 3.48 4.45
C -1.14 2.95 3.27
N -1.87 2.19 2.48
C -3.08 1.92 2.88
C -3.59 2.37 4.10
C -3.97 1.02 2.07
C -5.19 1.50 1.58
C -6.09 0.60 0.97
Br -7.81 1.14 0.52
C -5.66 -0.69 0.82
C -4.41 -1.07 1.24
N -3.52 -0.20 1.84
H -0.88 4.14 5.00
H -0.20 3.20 2.84
H -4.60 2.20 4.36
H -5.51 2.51 1.55
H -6.28 -1.47 0.46
H -3.99 -2.07 1.11
O 1.00 -0.13 -1.37
As 2.52 0.14 -1.99
C 3.31 -1.41 -2.78
C 4.67 -1.55 -3.15
C 5.18 -2.66 -3.73
C 4.29 -3.74 -3.92
C 2.95 -3.61 -3.62
C 2.50 -2.48 -2.95
C 3.69 0.66 -0.61
C 3.96 -0.47 0.19
C 4.62 -0.28 1.39
C 5.07 1.00 1.69
C 4.83 2.09 0.90
C 4.12 1.94 -0.29
C 2.36 1.43 -3.39
C 1.76 2.66 -3.10
C 1.82 3.75 -3.97
C 2.52 3.68 -5.14
C 3.11 2.44 -5.43
C 3.01 1.33 -4.62
H 5.34 -0.72 -2.88
H 6.22 -2.75 -4.01
H 4.67 -4.60 -4.38
H 2.28 -4.41 -3.81
H 1.46 -2.45 -2.55
H 3.67 -1.47 -0.15
H 4.77 -1.08 2.12
H 5.62 1.11 2.62
H 5.23 3.10 1.19
H 3.89 2.78 -0.91
H 1.17 2.80 -2.17
H 1.31 4.65 -3.73
H 2.66 4.56 -5.76
H 3.63 2.31 -6.36
H 3.44 0.39 -4.90
*
```


# 5
Computed, not measured: an isolated ion of composition C8H14 and charge -1 at a distorted geometry, with the ωB97M-V functional and the def2-TZVPD basis.

## Properties
- orbital gap (alpha / beta) (eV) = 2.54 / 8.77
- energy (eV) = -8518.7105
- energy relative to the best compared isomer or geometry (same formula, charge and spin) (kcal/mol) = 53.45
- LUMO level (alpha / beta) (eV) = 3.9936 / 3.9961

```
! RIJCOSX wB97M-V def2-TZVPD def2/J DEFGRID3
* xyz -1 2
C -3.04 0.43 -0.13
C -1.62 -0.07 -0.22
C -0.57 0.95 0.10
C -0.53 1.74 1.14
C 0.57 0.94 -0.87
C 1.39 -0.25 -0.74
C 1.67 -0.89 0.36
C 2.55 -2.09 0.30
H -3.19 1.51 -0.01
H -3.58 0.14 -0.99
H -3.41 -0.07 0.73
H -1.36 -0.51 -1.26
H -1.35 -1.02 0.36
H 0.35 2.32 1.43
H -1.21 1.85 1.96
H 1.04 2.00 -0.78
H 0.44 1.25 -1.96
H 1.78 -0.52 -1.69
H 1.39 -0.45 1.39
H 3.35 -1.98 -0.47
H 3.26 -2.15 1.21
H 2.07 -3.11 0.14
*
```


# 6
Computed, not measured: C3H5DyO5 as an isolated structure at a distorted geometry, with the ωB97M-V functional and the def2-TZVPD basis.

## Properties
- orbital gap (alpha / beta) (eV) = 5.50 / 6.09
- energy (eV) = -37499.8149
- energy relative to the best compared isomer or geometry (same formula, charge and spin) (kcal/mol) = 106.53
- LUMO level (alpha / beta) (eV) = -7.9041 / -7.7380

```
! RIJCOSX wB97M-V def2-TZVPD def2/J DEFGRID3
* xyz 1 7
O -0.05 -1.74 -0.11
C 0.90 -0.89 0.19
C 0.90 -0.42 1.80
O 0.94 0.93 1.93
H -0.97 -1.14 -1.02
H 0.66 0.04 -1.05
H 1.95 -0.92 -0.15
H 1.81 -0.89 2.22
H 0.00 -0.90 2.22
Dy -0.34 2.33 0.76
O -0.26 1.24 -1.37
C -1.46 0.92 -1.89
O -2.33 1.79 -1.64
O -1.75 -0.34 -1.90
*
```